Molecular formula: C71H205N45O28
Method: DFT, ωB97M-V/def2-TZVPD

Results
- E: -201336.2607 eV
- LUMO energy: -1.37 eV
- Molar mass: 2137.708 Da
- HOMO-LUMO gap: 6.13 eV

CARTESIAN COORDINATES (ANGSTROEM)
C 5.75 -0.29 6.87
C 6.79 0.89 7.09
C 8.19 0.09 7.08
C 8.64 -0.50 5.71
C 8.74 0.63 4.68
C 7.42 1.48 4.53
N 7.01 1.84 5.92
O 5.90 2.76 5.92
C 7.82 2.70 3.68
C 6.43 0.69 3.80
C 6.59 1.64 8.40
H 4.88 -0.03 6.28
H 5.37 -0.76 7.78
H 6.16 -1.10 6.27
H 8.97 0.59 7.64
H 8.01 -0.83 7.62
H 8.04 -1.32 5.31
H 9.61 -0.97 5.88
H 8.87 0.08 3.75
H 9.55 1.31 4.94
H 8.45 2.41 2.84
H 7.01 3.36 3.38
H 8.42 3.34 4.32
H 5.54 1.29 3.61
H 6.83 0.39 2.83
H 5.95 -0.06 4.42
H 6.84 1.18 9.35
H 5.56 1.98 8.49
H 7.23 2.52 8.36
H 5.17 2.15 5.76
C 2.45 -1.37 -0.32
C 0.93 -1.30 -0.43
C 0.43 -1.63 0.97
C -1.07 -1.41 1.06
C -1.55 -0.01 0.49
C -0.99 0.42 -0.88
N 0.47 0.04 -0.95
O 0.97 0.31 -2.26
C -1.83 -0.10 -2.18
C -1.07 1.98 -0.88
C 0.60 -2.59 -1.28
H 2.88 -1.27 -1.32
H 2.74 -2.34 0.09
H 2.94 -0.60 0.28
H 0.60 -2.68 1.20
H 0.88 -0.96 1.71
H -1.46 -1.46 2.08
H -1.51 -2.26 0.54
H -1.41 0.78 1.23
H -2.61 -0.09 0.26
H -2.92 -0.16 -2.06
H -1.62 0.32 -3.16
H -1.58 -1.14 -2.35
H -0.63 2.49 -0.03
H -0.62 2.50 -1.73
H -2.08 2.40 -0.85
H -0.47 -2.81 -1.23
H 1.10 -3.50 -0.95
H 0.84 -2.59 -2.35
H 0.45 -0.27 -2.81
C 1.13 5.70 -1.74
C 0.56 6.78 -0.81
C 1.61 7.22 0.28
O 1.18 8.28 1.11
C 0.26 7.91 2.19
N 0.10 7.84 -1.61
H 1.56 4.91 -1.12
H 2.02 6.21 -2.11
H 0.58 5.32 -2.60
H -0.32 6.46 -0.25
H 2.54 7.55 -0.18
H 1.85 6.29 0.79
H -0.44 8.74 2.24
H 0.80 7.73 3.12
H -0.37 7.07 1.88
H 1.01 8.13 -1.92
H -0.20 8.59 -1.01
C -1.06 -4.10 -5.72
C -1.88 -4.96 -6.75
C -2.56 -6.26 -6.22
O -3.41 -6.97 -7.19
C -2.71 -7.87 -8.03
N -2.97 -4.24 -7.37
H -0.56 -4.78 -5.02
H -1.79 -3.65 -5.05
H -0.45 -3.37 -6.24
H -1.22 -5.15 -7.59
H -3.32 -6.06 -5.46
H -1.97 -6.93 -5.59
H -1.98 -7.52 -8.76
H -3.53 -8.21 -8.67
H -2.27 -8.69 -7.47
H -3.40 -3.96 -6.50
H -3.60 -4.97 -7.66
C -3.11 5.94 1.65
C -4.57 6.29 2.04
C -5.09 5.60 3.34
O -4.83 4.22 3.39
C -5.08 3.52 4.60
N -4.67 7.76 2.16
H -3.13 4.85 1.66
H -2.44 6.19 2.48
H -2.71 6.23 0.68
H -5.19 6.06 1.18
H -6.12 5.83 3.61
H -4.62 6.00 4.24
H -5.27 2.45 4.51
H -6.00 3.86 5.08
H -4.31 3.69 5.35
H -3.98 8.28 1.64
H -4.37 8.04 3.09
C 0.46 -6.15 4.96
C 0.27 -4.67 4.87
C 1.13 -3.82 5.92
O 2.54 -3.92 5.76
C 3.23 -3.29 6.75
N 0.58 -4.25 3.55
H 0.08 -6.72 4.11
H -0.02 -6.53 5.86
H 1.48 -6.44 5.22
H -0.81 -4.56 4.90
H 0.86 -4.11 6.93
H 0.77 -2.80 5.77
H 2.91 -2.25 6.87
H 4.30 -3.23 6.55
H 3.22 -3.72 7.75
H 1.57 -4.44 3.49
H 0.59 -3.25 3.39
C 0.29 4.21 2.72
C 0.80 4.74 4.08
C -0.21 4.70 5.23
O -1.22 5.68 5.11
C -1.91 5.98 6.35
N 1.97 3.95 4.30
H 0.95 4.41 1.88
H -0.66 4.66 2.44
H 0.03 3.15 2.78
H 1.20 5.74 3.99
H 0.32 4.80 6.17
H -0.63 3.69 5.33
H -2.61 6.81 6.27
H -1.27 6.33 7.16
H -2.41 5.06 6.66
H 2.77 4.27 3.78
H 2.28 4.10 5.25
C 5.19 -3.71 -1.38
C 6.26 -2.61 -1.27
C 5.70 -1.14 -1.20
O 6.68 -0.15 -1.05
C 6.19 1.15 -0.97
N 6.99 -2.90 -0.09
H 5.63 -4.69 -1.22
H 4.64 -3.73 -2.32
H 4.39 -3.49 -0.67
H 7.04 -2.66 -2.03
H 5.13 -1.19 -0.27
H 5.04 -0.99 -2.05
H 6.85 1.84 -1.49
H 6.02 1.42 0.08
H 5.22 1.09 -1.47
H 7.66 -2.16 0.10
H 7.43 -3.76 -0.36
C -10.12 1.30 -1.51
C -8.67 1.11 -2.04
C -8.34 -0.02 -3.00
O -8.51 -1.23 -2.30
C -8.20 -2.27 -3.25
N -8.30 2.47 -2.52
H -10.29 0.53 -0.76
H -10.90 1.23 -2.27
H -10.36 2.12 -0.83
H -7.99 1.02 -1.19
H -7.29 0.00 -3.29
H -9.05 -0.11 -3.83
H -9.08 -2.53 -3.85
H -8.07 -3.23 -2.74
H -7.44 -2.11 -4.01
H -7.31 2.53 -2.67
H -8.64 3.35 -2.15
C 2.58 -6.68 -4.04
C 2.93 -7.23 -2.67
C 2.26 -6.50 -1.50
O 2.26 -7.37 -0.38
C 1.82 -6.73 0.83
N 2.45 -8.62 -2.63
H 2.82 -5.63 -4.23
H 1.51 -6.70 -4.27
H 3.09 -7.21 -4.85
H 3.98 -7.32 -2.37
H 1.22 -6.37 -1.79
H 2.78 -5.59 -1.20
H 2.27 -5.74 0.94
H 2.03 -7.37 1.68
H 0.73 -6.69 0.76
H 1.57 -8.66 -3.12
H 2.05 -8.59 -1.70
C -1.90 -5.05 -2.13
C -1.91 -6.19 -1.08
C -3.08 -6.08 -0.10
O -3.18 -4.81 0.60
C -2.26 -4.91 1.70
N -2.24 -7.45 -1.78
H -2.23 -4.07 -1.79
H -2.58 -5.39 -2.91
H -0.89 -5.02 -2.52
H -1.00 -6.17 -0.48
H -3.03 -6.93 0.57
H -3.96 -6.26 -0.71
H -2.61 -5.68 2.40
H -2.17 -4.01 2.31
H -1.25 -5.30 1.58
H -1.47 -7.63 -2.42
H -3.02 -7.33 -2.41
C -2.51 6.25 -3.58
O -3.15 5.60 -4.33
N -2.71 6.26 -2.33
N -1.44 6.87 -3.95
H -3.63 5.94 -2.06
H -2.10 6.87 -1.80
H -1.21 7.02 -4.92
H -0.89 7.20 -3.18
C 3.10 2.42 0.29
O 4.11 3.10 0.44
N 2.34 1.86 1.19
N 2.55 2.17 -0.90
H 2.44 1.88 2.19
H 1.51 1.36 0.90
H 1.78 1.52 -0.99
H 2.91 2.49 -1.79
C -5.82 -2.60 -0.30
O -5.91 -3.70 -0.80
N -4.77 -2.17 0.37
N -6.65 -1.58 -0.32
H -4.79 -1.27 0.83
H -3.98 -2.81 0.42
H -6.39 -0.65 -0.01
H -7.50 -1.73 -0.86
C -4.69 -2.47 -4.77
O -4.45 -3.63 -4.88
N -4.97 -1.59 -5.66
N -4.58 -1.82 -3.65
H -4.97 -1.88 -6.62
H -4.92 -0.59 -5.49
H -4.71 -0.82 -3.56
H -4.26 -2.43 -2.91
C 5.18 -6.85 3.54
O 5.25 -6.82 2.32
N 4.35 -6.11 4.21
N 5.83 -7.63 4.33
H 3.83 -5.41 3.70
H 4.39 -6.22 5.21
H 6.55 -8.16 3.87
H 5.46 -7.88 5.23
C -3.30 -1.51 7.27
O -4.27 -1.19 6.58
N -2.07 -1.11 7.01
N -3.45 -2.00 8.43
H -1.99 -0.40 6.30
H -1.27 -1.39 7.56
H -4.38 -2.23 8.74
H -2.63 -2.16 9.00
C 4.91 1.47 -5.49
O 5.28 0.30 -5.53
N 4.35 1.98 -6.55
N 5.00 2.19 -4.43
H 4.10 2.94 -6.38
H 4.27 1.51 -7.44
H 4.82 3.16 -4.61
H 5.26 1.69 -3.59
C 3.04 -2.38 -4.73
O 2.34 -3.31 -4.41
N 3.81 -2.40 -5.74
N 2.94 -1.24 -4.12
H 4.53 -1.74 -6.00
H 3.71 -3.12 -6.44
H 2.37 -1.39 -3.30
H 3.45 -0.45 -4.49
C 0.80 2.36 -4.91
O -0.06 1.59 -4.80
N 1.24 2.79 -6.10
N 1.42 2.87 -3.92
H 0.79 2.38 -6.90
H 1.95 3.51 -6.10
H 2.33 3.18 -4.25
H 1.22 2.32 -3.10
C 4.11 -3.19 2.31
O 3.20 -3.64 2.91
N 4.34 -1.90 2.20
N 5.06 -3.90 1.85
H 5.27 -1.66 1.86
H 3.93 -1.42 2.99
H 5.05 -4.91 1.90
H 5.78 -3.39 1.36
C -6.18 5.11 -1.61
O -5.17 4.84 -0.99
N -6.35 4.70 -2.81
N -7.13 5.85 -1.14
H -5.58 4.14 -3.16
H -6.71 5.41 -3.43
H -7.04 6.25 -0.21
H -8.01 5.83 -1.62
C -1.45 -0.59 -7.00
O -1.96 -1.45 -7.72
N -0.20 -0.58 -6.65
N -2.10 0.34 -6.45
H 0.18 -1.51 -6.73
H 0.04 0.10 -5.94
H -1.59 0.99 -5.87
H -3.05 0.52 -6.72
C 0.99 7.06 -6.34
O -0.13 7.41 -6.53
N 1.36 5.86 -5.91
N 2.07 7.70 -6.59
H 0.64 5.23 -5.61
H 2.32 5.56 -5.84
H 1.95 8.60 -7.06
H 2.90 7.26 -6.24
C -2.65 1.14 4.21
O -1.84 0.96 5.07
N -3.66 0.38 3.94
N -2.38 2.08 3.34
H -3.90 -0.27 4.68
H -4.32 0.56 3.20
H -3.20 2.41 2.85
H -1.54 2.59 3.53
C -4.92 1.54 0.66
O -5.13 0.60 1.38
N -5.00 1.51 -0.66
N -4.96 2.81 1.06
H -4.78 2.25 -1.30
H -5.09 0.64 -1.17
H -4.89 3.50 0.33
H -5.11 2.98 2.05
C 1.97 0.19 4.24
O 3.22 0.29 3.95
N 1.15 1.18 4.29
N 1.36 -0.96 4.41
H 1.54 2.11 4.37
H 0.23 0.97 4.67
H 2.05 -1.63 4.71
H 0.44 -1.05 4.81
C -4.27 2.03 -4.15
O -4.69 0.99 -3.74
N -4.86 2.68 -5.11
N -3.06 2.53 -3.87
H -4.55 3.47 -5.65
H -5.65 2.06 -5.25
H -2.96 3.51 -4.10
H -2.41 1.82 -3.54